C5H12O2 | ωB97M-V/def2-TZVPD

The geometry in XYZ format:
```
19
Properties=species:S:1:pos:R:3:forces:R:3
C -2.2739 -1.1315 -1.0729 0.593 1.215 2.940
C -1.2900 -1.0136 0.1521 -2.056 0.771 -0.538
C 0.0903 -0.6263 -0.2761 0.307 0.748 0.961
C 0.1686 0.8869 -0.4232 -2.452 0.344 0.067
C 0.3074 1.7125 0.8616 1.174 -0.956 -1.523
O 1.3997 1.7918 1.3857 -1.182 0.171 0.275
H -1.8786 -1.8194 -1.7567 0.326 -0.701 -1.302
H -2.4924 -0.1442 -1.4041 0.160 0.679 -1.116
H -3.2000 -1.4447 -0.6596 -0.975 -0.777 0.091
H -1.6972 -0.2006 0.8763 0.567 -1.572 -0.937
H -1.3356 -1.9908 0.6057 0.266 -0.184 0.622
H 0.7601 -0.9387 0.5122 0.612 -0.026 0.121
H 0.4292 -1.0811 -1.1916 -0.085 -0.390 -0.376
H 0.9885 1.1753 -0.9584 2.645 0.465 -1.415
H -0.6613 1.2467 -1.1122 0.426 -0.310 1.221
H -0.5788 2.2718 1.1262 -0.326 0.515 0.901
O 4.0933 0.2495 1.0753 -1.010 -0.583 1.248
H 3.3738 0.0953 1.7648 1.329 0.706 -1.666
H 3.7969 0.9609 0.4949 -0.318 -0.115 0.425
```
Positions in Å, forces in eV/Å.

total energy: -348.1455 a.u.
E_LUMO: 0.68 eV
structure (SMILES): CCCCC=O.O
charge: 0
frontier orbital gap: 0.3999 Eh

Charges computed using natural (NBO), reported in e: -0.606, -0.375, -0.401, -0.505, 0.454, -0.535, 0.205, 0.199, 0.207, 0.184, 0.205, 0.212, 0.212, 0.226, 0.201, 0.116, -0.956, 0.481, 0.476